22
Properties=species:S:1:pos:R:3:nbo_charge:R:1 method="wB97M-V/def2-TZVPD" lumo_energy_ev=0.68 e_homo_ev=-9.035 gap_ev=9.72 multiplicity=1 smiles=ClC(Cl)(c1ccccc1)c1c[nH]cn1
H -0.358 -1.662 2.265 0.24
C -0.910 -1.278 1.366 -0.18
H -2.791 -1.002 2.406 0.21
Cl 1.495 -2.007 -1.867 -0.05
C -2.361 -0.271 -0.815 -0.19
H -3.969 -0.255 0.583 0.21
C -1.072 -0.719 -1.005 -0.20
H -0.680 -0.687 -2.022 0.23
H 3.800 2.267 -0.093 0.41
H -2.956 0.123 -1.575 0.21
C 1.088 -1.693 -0.119 -0.04
Cl 1.532 -3.084 0.795 0.06
N 2.627 -0.136 1.398 -0.47
H 2.637 0.708 -1.802 0.23
C 3.291 0.963 1.331 0.18
C -2.265 -0.892 1.455 -0.21
C 2.620 0.555 -0.728 -0.11
N 3.283 1.462 0.070 -0.52
C 2.151 -0.384 0.123 0.09
C -2.930 -0.399 0.409 -0.22
H 3.800 1.539 2.052 0.19
C -0.327 -1.268 0.049 -0.11

=====

70
Properties=species:S:1:pos:R:3:nbo_charge:R:1 method="wB97M-V/def2-TZVPD" lumo_energy_ev=0.48 e_homo_ev=-7.587 gap_ev=8.07 multiplicity=1 smiles="CC1=C(C(=O)OC[C@@H]2CCCO2)[C@@H](c2ccc(C)o2)C2=C(C[C@@H](c3ccc(N(C)C)cc3)CC2=O)N1"
H 7.187 1.485 1.494 0.22
C -1.109 -1.632 0.833 0.28
H -4.186 -3.106 0.703 0.22
H -6.200 0.990 1.505 0.21
C -5.469 0.660 0.785 -0.28
O -1.152 -2.640 -2.586 -0.56
H -5.725 3.032 -2.516 0.18
C -3.611 -0.290 -1.015 -0.13
C -2.293 -2.356 1.388 -0.44
O 1.990 -2.654 0.287 -0.43
H -7.071 4.145 0.065 0.21
H -4.245 3.638 -1.740 0.20
H -2.536 -4.177 -0.671 0.23
C 3.364 -3.480 -1.255 -0.32
C 3.027 -3.497 0.064 0.28
C 4.780 1.898 -0.782 0.07
H 1.895 0.956 2.625 0.24
H -3.833 1.544 -2.034 0.21
N -0.416 -0.817 1.690 -0.57
H 2.819 -4.890 1.664 0.22
O 5.774 2.844 -1.142 -0.53
H -6.536 3.148 1.415 0.20
H -0.743 -0.746 2.642 0.40
H 7.157 3.811 0.013 0.18
C -5.092 1.488 -0.282 0.18
N -5.599 2.762 -0.416 -0.41
C 5.370 1.041 0.344 -0.44
C -3.978 -1.100 0.050 -0.10
H 3.105 3.198 -1.180 0.21
C 3.583 -4.251 1.221 -0.65
H 0.440 -0.747 -1.959 0.27
H 4.412 -4.869 0.888 0.23
H 7.704 2.279 -0.710 0.16
H 5.873 2.657 1.696 0.20
H 4.524 1.303 -1.665 0.21
H -3.506 -3.169 -1.740 0.24
O 2.051 1.072 -1.847 -0.61
H 2.447 -2.302 -2.919 0.23
H 3.768 3.357 0.473 0.19
C -2.787 -3.141 -0.920 -0.51
C 3.518 2.655 -0.324 -0.09
H 4.599 0.698 1.031 0.22
C -6.766 3.140 0.347 -0.40
C 6.373 1.997 0.986 -0.43
C 0.935 0.068 -0.025 -0.16
C -4.920 -0.595 0.938 -0.18
C -4.152 0.969 -1.182 -0.28
C 6.858 2.788 -0.228 -0.06
C -0.733 -1.739 -0.458 -0.15
C 2.478 -2.568 -1.884 -0.29
H -2.683 -1.833 2.265 0.21
C 1.867 1.004 -0.654 0.77
C -5.321 3.513 -1.616 -0.40
C 0.881 1.139 2.274 -0.65
H 4.144 -4.045 -1.723 0.22
O 2.538 1.787 0.225 -0.53
H -7.611 2.462 0.175 0.19
C 0.497 0.117 1.252 0.27
C 0.547 -1.091 -0.927 -0.32
H -2.898 -0.637 -1.746 0.21
C -1.505 -2.501 -1.429 0.56
C -3.385 -2.465 0.311 -0.20
H 0.204 1.109 3.126 0.20
H 0.863 2.136 1.843 0.25
H 3.936 -3.566 1.991 0.22
H -5.762 4.504 -1.529 0.20
H -1.987 -3.360 1.700 0.23
H -5.243 -1.205 1.773 0.20
C 1.662 -2.094 -0.905 0.29
H 5.882 0.174 -0.074 0.21

=====

64
Properties=species:S:1:pos:R:3:mulliken_charge:R:1 method="wB97M-V/def2-TZVPD" lumo_energy_ev=0.39 charge=-1 e_homo_ev=-5.452 gap_ev=5.84 multiplicity=1
C 6.622 -28.162 -7.833 0.97
H 7.851 -26.489 -7.897 0.16
C 1.349 -26.800 -4.419 0.43
O 4.304 -28.202 -8.650 -0.40
O 4.719 -24.091 -6.216 -0.48
Br 5.899 -24.379 -2.934 -0.44
H 1.852 -28.652 -5.212 0.33
H 5.514 -26.478 -8.755 0.38
N 6.736 -29.719 -7.992 -0.09
C 4.036 -20.526 -5.772 0.53
H 8.363 -27.740 -9.043 0.51
O 10.226 -24.039 -3.935 -0.66
O -1.080 -26.701 -3.989 -0.33
S 4.602 -29.170 -2.337 1.05
H 0.679 -27.815 -6.106 0.29
F 3.469 -19.427 -5.189 -0.23
H 1.683 -27.193 -3.459 0.30
C 5.990 -28.766 -3.640 0.55
O 6.482 -19.517 -5.794 -0.68
O 8.359 -23.927 -5.540 -0.45
H 7.422 -30.249 -7.473 0.36
F 10.327 -26.119 -6.599 -0.22
C 5.577 -27.564 -8.827 -0.65
H 5.909 -27.798 -9.839 0.37
H 3.363 -26.217 -8.829 0.33
C 3.146 -27.281 -8.732 -0.35
O 6.681 -25.813 -5.809 -0.11
O 3.333 -29.083 -3.056 -0.61
O 10.031 -22.232 -5.615 -0.64
H -2.478 -25.241 -4.361 0.34
C 10.756 -24.814 -6.609 0.52
H 2.569 -27.528 -9.623 0.36
H -2.241 -25.606 -2.684 0.31
F 7.064 -28.417 -2.999 -0.19
H 5.850 -30.153 -7.775 0.34
V 6.247 -24.231 -5.680 1.34
H 0.166 -25.311 -5.117 0.40
H 0.380 -28.651 -4.696 0.38
F 5.641 -27.675 -4.303 -0.25
F 12.028 -24.753 -6.209 -0.22
H 0.232 -25.230 -3.388 0.45
C 2.555 -26.163 -5.023 -1.36
S 5.814 -20.704 -5.205 1.04
H 6.260 -27.878 -6.845 -0.43
F 3.390 -21.635 -5.496 -0.22
C 0.110 -25.926 -4.219 -0.82
O 4.809 -28.204 -1.244 -0.64
F 4.008 -20.321 -7.113 -0.24
O 6.287 -22.006 -5.659 -0.78
F 6.175 -29.824 -4.466 -0.27
O 5.781 -20.612 -3.717 -0.69
C 7.997 -27.560 -8.032 -1.64
H 7.044 -29.794 -8.951 0.39
H 3.375 -26.829 -5.290 0.08
F 10.691 -24.348 -7.833 -0.23
H 2.352 -25.669 -5.974 0.41
C -2.246 -26.057 -3.676 -0.78
H 2.490 -27.392 -7.869 -0.18
H 8.698 -28.075 -7.375 0.53
N 1.033 -28.061 -5.193 -0.16
H -3.097 -26.734 -3.752 0.26
H 3.045 -25.533 -4.281 0.36
S 9.779 -23.638 -5.318 1.08
O 5.023 -30.521 -1.844 -0.71

=====

16
Properties=species:S:1:pos:R:3:nbo_charge:R:1 method="wB97M-V/def2-TZVPD" lumo_energy_ev=1.23 e_homo_ev=-9.021 gap_ev=10.25 multiplicity=1 smiles=C1C[C@@H]2C[C@@H]2C1
C -1.506 0.484 0.509 -0.43
H 0.413 -2.060 -0.898 0.22
H 1.241 1.886 0.194 0.21
C -1.046 -0.549 -0.468 -0.26
H 0.401 -1.680 0.923 0.24
C 1.346 -0.251 0.536 -0.39
H 2.393 -0.591 0.454 0.22
C 0.975 0.943 -0.288 -0.42
H 1.520 0.850 -1.233 0.20
H -0.872 1.509 -1.354 0.21
C 0.123 -1.413 -0.058 -0.43
C -0.514 0.864 -0.562 -0.21
H -1.187 0.335 1.537 0.21
H -1.733 -0.879 -1.256 0.23
H -2.507 0.896 0.408 0.22
H 1.229 -0.043 1.634 0.19

=====

55
Properties=species:S:1:pos:R:3:nbo_charge:R:1 method="wB97M-V/def2-TZVPD" lumo_energy_ev=-0.51 e_homo_ev=-7.951 gap_ev=7.44 multiplicity=1
C 3.636 -0.937 -2.251 -0.35
C 2.287 -0.835 -2.054 -0.11
H -1.615 1.237 1.260 0.17
C 4.488 -0.352 -1.309 0.33
C 0.060 -2.324 0.289 -0.43
H -2.027 -3.375 -1.366 0.23
Cl 1.713 2.295 3.197 -0.35
N -0.478 0.635 -1.650 -0.32
H 3.990 -1.472 -3.129 0.23
H -2.128 0.901 -3.874 0.23
C -0.056 1.918 -2.176 -0.42
H 7.292 -1.122 -2.568 0.21
H -2.460 -0.754 2.981 0.22
C -2.169 -2.423 -1.862 -0.23
Cl 0.132 0.758 5.231 -0.29
C 4.007 0.338 -0.191 -0.23
H -2.362 3.377 2.395 0.21
H -0.938 2.376 -2.629 0.23
B 0.893 0.586 3.511 0.49
H -3.172 -1.149 -4.843 0.23
Cl -6.020 1.758 5.211 -0.01
C -2.158 1.389 3.154 0.01
H -4.616 -0.585 4.370 0.22
C -2.774 -1.159 -3.835 -0.20
O 5.830 -0.437 -1.439 -0.47
C -2.231 0.001 -3.279 -0.21
C -4.026 2.759 3.702 -0.23
C -4.623 1.580 4.211 -0.06
H 0.874 -2.909 -0.176 0.22
O -0.058 0.343 2.467 -0.78
C -2.746 -2.361 -3.131 -0.20
H 1.631 -1.305 -2.780 0.21
C -2.846 0.190 3.391 -0.20
C 1.778 -0.156 -0.945 -0.16
H -3.123 -3.263 -3.605 0.23
H 2.241 0.985 0.849 0.28
C -2.799 2.631 3.074 -0.21
C -1.636 -0.070 -2.033 0.11
H 0.753 1.834 -2.918 0.23
C 2.641 0.451 -0.012 -0.15
N -0.421 -1.249 -0.556 -0.32
C -1.050 1.282 2.147 -0.10
H 5.814 -0.584 -3.528 0.18
H 0.410 -1.875 1.226 0.28
H 0.282 2.538 -1.338 0.24
C -1.598 -1.282 -1.329 0.19
H -4.490 3.727 3.817 0.22
H 5.767 -2.152 -2.647 0.18
H -0.810 -2.957 0.480 0.22
C -4.086 0.289 4.018 -0.22
Cl 2.211 -0.719 3.522 -0.28
C 0.331 -0.216 -0.984 0.54
C 6.207 -1.134 -2.649 -0.26
H 4.717 0.756 0.515 0.25
H -0.466 2.222 2.070 0.20

=====

22
Properties=species:S:1:pos:R:3:nbo_charge:R:1 method="wB97M-V/def2-TZVPD" lumo_energy_ev="-0.75 / -0.75" e_homo_ev="-7.406 / -7.408" gap_ev="6.66 / 6.66" multiplicity=1
N 0.345 0.379 1.368 -0.71
C 1.113 -0.355 0.520 0.07
C 2.550 1.462 -0.322 -0.35
H -1.458 1.983 0.472 0.21
C -1.970 1.124 0.897 -0.70
H -2.789 0.863 0.230 0.25
C -0.494 -0.713 -0.875 0.23
H 3.440 1.790 -0.838 0.21
O -1.444 -1.107 1.685 -0.56
H -0.664 -2.728 -0.159 0.23
H 0.517 1.373 1.429 0.38
H -0.421 -2.599 -1.903 0.23
H -1.993 -2.206 -1.136 0.24
H 1.844 2.239 -0.051 0.18
C -0.908 -2.139 -1.044 -0.72
H -0.138 1.025 -1.604 0.33
H 3.022 -0.579 -0.453 0.22
H -2.387 1.437 1.860 0.25
H 1.070 -1.417 0.742 0.21
C -1.072 -0.078 1.143 0.69
N -0.471 0.086 -1.844 -0.64
C 2.308 0.162 -0.116 -0.25

=====

64
Properties=species:S:1:pos:R:3:nbo_charge:R:1 method="wB97M-V/def2-TZVPD" s_squared=8.76 lumo_energy_ev="-1.06 / -2.55" e_homo_ev="-8.262 / -8.289" gap_ev="7.20 / 5.74" multiplicity=6
C -1.887 0.718 -4.667 -0.23
H -0.241 0.355 -3.305 0.20
H -0.542 -1.568 5.161 0.23
C 2.495 -1.984 3.678 -0.15
C -3.869 1.714 -3.637 -0.23
F -1.081 -1.959 -3.233 -0.55
I 5.520 -2.448 -0.199 0.15
C 1.501 -1.719 4.681 -0.09
C 0.166 -1.638 4.349 -0.26
O -0.156 -3.560 -0.925 -0.77
H 1.066 2.247 -2.600 0.22
H -3.781 2.150 -1.579 0.21
C -1.906 1.298 -2.273 -0.58
C 1.542 1.118 0.488 -0.24
I 4.503 -2.559 5.938 0.13
H 1.749 -1.641 5.699 0.23
H -3.714 1.123 -5.721 0.21
C -0.194 -1.595 3.029 0.06
H -2.044 0.739 2.186 0.21
C -2.982 2.515 2.758 -0.20
H -2.038 4.008 -0.651 0.21
H -3.916 4.387 3.163 0.21
C -2.301 1.729 1.842 -0.20
C 2.905 2.409 -1.515 -0.21
F 0.654 -1.640 -4.802 -0.53
H -2.147 -2.924 -0.902 0.20
C 3.584 2.082 -0.318 -0.18
H -3.309 5.328 0.969 0.21
H -1.409 0.364 -5.585 0.23
C 4.200 -2.304 1.503 -0.17
C 4.724 -2.438 2.796 -0.26
C 3.849 -2.301 3.891 -0.12
H 4.611 2.361 -0.128 0.22
H -1.939 -4.536 -1.460 0.20
H -4.853 2.163 -3.712 0.21
F 0.540 -3.486 -3.441 -0.56
C -1.549 -3.799 -0.737 -0.27
C -1.250 0.749 -3.414 -0.09
C 2.914 1.377 0.667 -0.20
C 2.015 -2.008 2.342 0.15
H 0.113 -3.756 -1.844 0.54
C 2.839 -2.037 1.183 0.29
C -3.225 1.137 -4.750 -0.19
H 1.021 0.622 1.345 0.22
C -1.923 2.252 0.593 -0.52
Si -1.026 1.187 -0.653 1.90
H 3.476 2.804 -2.333 0.22
C -3.361 3.827 2.462 -0.21
C 1.581 2.089 -1.664 -0.13
H -3.201 2.088 3.764 0.21
H -1.189 -1.480 2.678 0.22
C -2.986 4.348 1.234 -0.23
O -1.231 -0.354 -0.102 -1.14
B 0.235 -2.108 -3.575 1.35
F 0.978 -1.472 -2.502 -0.57
H 5.799 -2.629 2.933 0.25
H 3.409 1.069 1.608 0.22
C -3.229 1.761 -2.420 -0.18
O 2.432 -1.889 -0.017 -0.71
Ru 0.424 -1.409 -0.263 1.84
C 0.867 1.497 -0.672 -0.53
N 0.732 -1.765 2.052 -0.52
H -1.700 -4.188 0.287 0.18
C -2.263 3.576 0.321 -0.13

=====

11
Properties=species:S:1:pos:R:3:nbo_charge:R:1 method="wB97M-V/def2-TZVPD" lumo_energy_ev=0.04 e_homo_ev=-8.606 gap_ev=8.64 multiplicity=1
H -0.595 1.747 1.544 0.41
H 2.033 -0.830 -1.463 0.26
H 0.651 -1.646 -0.028 0.20
C 0.775 0.538 0.392 -0.05
H -1.290 -1.002 -1.318 0.48
O -1.541 -0.092 1.080 -0.56
N -0.439 0.917 0.835 -0.34
O -0.377 -0.355 -1.507 -0.77
C 0.849 -0.547 -0.723 -0.11
H -2.122 0.129 0.193 0.47
S 2.055 1.141 0.994 0.01

=====

| no. | molecular weight (g mol⁻¹) | E_tot (eV) |
| --- | --- | --- |
| 1 | 227.09 | -38523.9417 |
| 2 | 490.60 | -43842.5670 |
| 3 | 790.35 | -194086.0745 |
| 4 | 82.15 | -6381.7025 |
| 5 | 512.07 | -82067.5268 |
| 6 | 140.19 | -12477.2024 |
| 7 | 891.26 | -75254.8035 |
| 8 | 107.13 | -18569.4648 |